Record 1
Below is a structure of composition ClO6V3 at a distorted geometry, with properties calculated with wB97M-V/def2-TZVPD.

Last column: Mulliken charge in e.
CARTESIAN COORDINATES (ANGSTROEM)
O1 2.105 -1.118 2.653  -0.400
V1 1.351 -1.830 1.537  1.635
O2 1.757 -3.361 1.485  -0.500
O3 1.285 2.915 1.237  -0.447
V2 -0.093 2.426 0.713  1.596
O4 0.060 2.450 -0.874  -0.518
O5 -1.907 -1.051 -3.925  -0.373
V3 -2.527 -0.437 -2.618  1.838
O6 -1.371 0.019 -1.644  -0.428
Cl1 -0.661 -0.012 1.437  -0.405

Output
* energy: -3742.81917 Ha
* E_HOMO: -18.680 eV
* total charge: +2
* strongest force on any atom: 0.0509 Eh/bohr
* energy above the lowest of the compared OMol25 structures with the same formula, charge and spin: 9.9 kcal/mol

***

Record 2
Below is a structure of composition ClRb at a nearly force-free geometry, with properties calculated with wB97M-V/def2-TZVPD.

Last column: Mulliken charge in e.
CARTESIAN COORDINATES (ANGSTROEM)
Rb1 -0.187 1.259 -0.659  0.935
Cl1 0.187 -1.259 0.659  -0.935

Output
* energy: -484.30823 Ha
* E_HOMO: -8.148 eV
* strongest force on any atom: 0.0001 Eh/bohr
* energy above the lowest of the compared OMol25 structures with the same formula, charge and spin: 0.0 kcal/mol

***

Record 3
Below is a structure of composition ClV at a distorted geometry, with properties calculated with wB97M-V/def2-TZVPD.

Last column: Mulliken charge in e.
CARTESIAN COORDINATES (ANGSTROEM)
V1 0.582 -0.288 -0.826  1.751
Cl1 -0.582 0.288 0.826  0.249

Output
* energy: -1403.26001 Ha
* E_HOMO (spin up / spin down): -24.677 / -25.349 eV
* expectation value of S²: 2.132
* total charge: +2
* 2S+1: 3
* strongest force on any atom: 0.0432 Eh/bohr
* energy above the lowest of the compared OMol25 structures with the same formula, charge and spin: 0.0 kcal/mol

***

Record 4
Below is a structure of composition Cr2F4H20O14P2 at a distorted geometry, with properties calculated with wB97M-V/def2-TZVPD.

Last column: Mulliken charge in e.
CARTESIAN COORDINATES (ANGSTROEM)
Cr1 -0.080 -2.185 -2.739  1.120
Cr2 3.183 0.769 1.185  0.945
O1 -0.106 -1.279 -0.914  0.492
P1 -0.085 -0.477 0.381  -0.024
O2 1.250 0.127 0.850  0.718
F1 -0.581 -1.448 1.564  -0.326
F2 -1.133 0.803 0.221  -0.152
O3 1.862 -1.706 -2.348  -0.518
P2 3.218 -1.283 -1.800  0.369
O4 3.266 -0.375 -0.561  -0.371
F3 4.023 -0.645 -3.074  -0.213
F4 3.968 -2.586 -1.460  -0.191
O5 2.437 2.512 0.287  -0.334
H1 2.820 3.199 -0.258  0.303
H2 1.551 2.822 0.476  0.267
O6 -1.682 -0.644 -2.970  -0.405
H3 -2.041 -0.049 -3.628  0.298
H4 -2.246 -0.525 -2.206  0.240
O7 -1.946 -2.962 -1.704  -0.428
H5 -2.235 -3.868 -1.596  0.309
H6 -2.470 -2.466 -1.075  0.277
O8 -0.589 -3.524 3.128  -0.627
H7 -0.603 -2.778 2.527  0.539
H8 -1.433 -3.954 2.995  0.325
O9 1.512 2.187 2.758  -0.493
H9 0.992 2.970 2.581  0.263
H10 1.013 1.711 3.422  0.316
O10 -2.310 2.728 2.298  -0.544
H11 -1.466 3.180 2.305  0.289
H12 -2.130 1.888 1.875  0.284
O11 -3.529 -0.915 -0.578  -0.593
H13 -4.332 -1.313 -0.913  0.291
H14 -3.811 -0.074 -0.217  0.245
O12 -2.146 2.848 -1.013  -0.639
H15 -1.716 2.189 -0.468  0.429
H16 -3.080 2.726 -0.843  0.313
O13 2.819 -0.369 2.868  -0.374
H17 3.277 -1.207 2.930  0.302
H18 2.140 -0.417 3.541  0.295
O14 0.768 1.228 -2.300  -0.497
H19 1.346 1.113 -3.054  0.233
H20 0.309 2.050 -2.473  0.264

Output
* energy: -4235.68976 Ha
* E_HOMO (spin up / spin down): -18.452 / -18.453 eV
* expectation value of S²: 15.787
* total charge: +3
* 2S+1: 8
* strongest force on any atom: 0.1291 Eh/bohr